No. 1
This record from OMol25 describes C23H24FeN6S2Se as an isolated structure. The level of theory is ωB97M-V/def2-TZVPD.

Structure (XYZ):
```
57
C23H24FeN6S2Se | OMol25 | ωB97M-V/def2-TZVPD
Se 1.366 -1.634 -1.506
N -0.377 -3.948 -2.123
Fe 0.650 0.404 -0.186
H 2.084 5.197 -1.104
C -0.071 -5.287 -0.426
C 1.608 -3.885 0.808
C -2.400 0.111 3.952
C -1.179 4.415 -0.877
H 3.594 4.146 -1.942
C 1.198 4.613 -0.976
H -3.182 0.800 4.356
C -3.382 2.311 -0.355
N -0.214 -0.678 4.271
C -3.836 -0.039 -0.097
C -0.751 -3.567 -3.459
H 5.763 0.536 -1.559
H -4.496 -0.919 0.100
S 1.308 -0.142 2.108
C 1.312 3.242 -0.817
H 3.774 -0.417 -0.467
C 0.413 -3.260 -1.297
C 2.591 2.540 -0.961
C -0.688 -5.164 -1.588
H -0.419 -4.378 -4.145
H 1.492 -4.589 1.560
H -1.824 -1.138 5.600
H -2.852 -0.691 3.384
C -1.454 -0.310 5.005
H 0.412 -1.488 4.482
H -2.158 4.854 -0.871
C -2.471 -0.222 -0.198
N 2.649 1.235 -0.659
C -2.040 1.998 -0.508
H -1.327 -5.789 -2.199
C 4.873 1.116 -1.513
N 0.230 2.470 -0.615
C 4.760 2.388 -1.982
C -0.009 5.193 -1.031
H 1.557 -2.873 1.172
S -1.386 1.132 2.841
C 3.816 0.559 -0.892
H 5.521 2.838 -2.592
H 0.018 -6.132 0.296
H -1.805 -3.338 -3.608
H -1.985 -1.198 -0.076
H -0.122 -2.701 -3.688
H 2.603 -3.972 0.390
C -4.276 1.303 -0.115
C -0.057 -0.036 3.079
C 3.610 3.111 -1.668
N 0.614 -4.108 -0.237
H -5.321 1.518 -0.024
N -1.574 0.752 -0.429
H -1.285 0.491 5.696
H -3.675 3.379 -0.401
H -0.214 6.228 -1.203
C -0.987 3.026 -0.709
```

Its calculated total energy is -154574.27631 eV. As for the spin multiplicity: 5. Its LUMO energy (alpha / beta) is -5.6959 / -5.9568 eV. The calculation puts the HOMO-LUMO gap (alpha / beta) at 7.7 / 7.7 eV. Its charge is +2.



No. 2
This record from OMol25 describes C5H11N as an isolated structure. The level of theory is ωB97M-V/def2-TZVPD.

Structure (XYZ):
```
17
C5H11N | OMol25 | ωB97M-V/def2-TZVPD
N -0.910 0.068 -1.390
H -0.610 0.166 1.486
H 0.148 -1.821 0.283
C 0.446 0.142 1.221
C 0.402 -0.405 -1.277
H 1.011 -0.660 -2.134
H 1.948 1.662 0.706
C 0.744 -0.928 0.111
H 0.339 1.830 -0.045
C -1.986 -0.293 -0.678
H -2.241 -1.332 -0.745
H 0.589 2.258 1.647
H 0.974 -0.325 2.056
H 1.774 -1.226 0.238
H -2.829 0.360 -0.828
H -0.678 -1.055 -1.521
C 0.879 1.559 0.870
```

Its calculated total energy is -6840.57657 eV. As for the spin multiplicity: 2. The energy above the lowest of the compared OMol25 structures with the same formula, charge and spin comes out at 125.8 kcal/mol. Its LUMO energy (alpha / beta) is -6.1154 / -6.5395 eV. The calculation puts the HOMO-LUMO gap (alpha / beta) at 7.9 / 9.6 eV. Its charge is +1.



No. 3
This record from OMol25 describes a 2-piece molecular cluster, C2H3BrNO overall. The level of theory is ωB97M-V/def2-TZVPD.

Structure (XYZ):
```
8
C2H3BrNO | OMol25 | ωB97M-V/def2-TZVPD
C -0.526 -1.031 -0.124
H 1.272 0.415 0.302
C 0.189 0.159 0.185
H -1.202 -1.319 0.639
Br 3.657 1.098 0.113
H -0.515 -1.403 -1.079
O -1.989 1.319 -0.037
N -0.887 0.762 0.002
```

Its calculated total energy is -75699.81062 eV. The energy above the lowest of the compared OMol25 structures with the same formula, charge and spin comes out at 52.7 kcal/mol. Its LUMO energy is 3.8390 eV. The calculation puts the HOMO-LUMO gap at 7.8 eV. Its charge is -1.



No. 4
This record from OMol25 describes the molecule C2H5NO. The level of theory is ωB97M-V/def2-TZVPD.

Structure (XYZ):
```
9
C2H5NO | OMol25 | ωB97M-V/def2-TZVPD
H -0.103 -1.647 0.306
H 1.570 -0.330 -0.619
H -1.096 1.240 -0.239
O 1.374 1.776 -1.258
H -1.601 -0.973 0.770
N -0.369 0.362 -0.418
C 0.914 0.609 -0.866
H -0.143 -0.389 1.638
C -0.547 -0.648 0.686
```

Its calculated total energy is -5691.46143 eV. Its SMILES is CNC=O. The energy above the lowest of the compared OMol25 structures with the same formula, charge and spin comes out at 40.8 kcal/mol. Its LUMO energy is 0.8794 eV. The calculation puts the HOMO-LUMO gap at 10.7 eV. Its charge is 0.



No. 5
This record from OMol25 describes a 2-piece molecular cluster, C4H10N2 overall. The level of theory is ωB97M-V/def2-TZVPD.

Structure (XYZ):
```
16
C4H10N2 | OMol25 | ωB97M-V/def2-TZVPD
C -1.678 -1.241 0.004
C 1.091 -0.090 0.267
H -2.725 -1.428 0.310
H -1.671 -1.242 -1.090
H 4.118 -0.354 0.876
N -1.249 -0.016 0.547
C 2.275 0.032 0.169
H 3.956 1.128 0.096
C -1.632 1.209 -0.023
N 3.670 0.132 0.077
H -1.147 2.065 0.454
H -1.492 1.231 -1.109
H -2.719 1.353 0.131
H -1.062 -0.008 1.555
H 4.022 -0.290 -0.803
H -1.117 -2.093 0.396
```

Its calculated total energy is -7265.75070 eV. The energy above the lowest of the compared OMol25 structures with the same formula, charge and spin comes out at 116.9 kcal/mol. Its LUMO energy is -12.2001 eV. The calculation puts the HOMO-LUMO gap at 7.7 eV. Its charge is +2.



No. 6
This record from OMol25 describes C3H4O3Yb as an isolated structure. The level of theory is ωB97M-V/def2-TZVPD.

Structure (XYZ):
```
11
C3H4O3Yb | OMol25 | ωB97M-V/def2-TZVPD
H 2.437 3.390 0.161
Yb 1.489 1.680 0.126
H 1.863 -1.300 0.986
O -0.998 -0.818 -0.775
H -0.113 -2.344 0.170
H -0.736 -1.093 1.257
C 1.194 -0.634 0.413
C -0.164 -1.252 0.321
C -1.525 0.439 -0.839
O -2.530 0.542 -1.554
O -0.918 1.390 -0.265
```

Its calculated total energy is -40845.77691 eV. As for the spin multiplicity: 2. Its LUMO energy (alpha / beta) is 3.0993 / 3.0427 eV. The calculation puts the HOMO-LUMO gap (alpha / beta) at 6.4 / 6.4 eV. Its charge is -1.



No. 7
This record from OMol25 describes C26H32ClO4Pb as an isolated structure. The level of theory is ωB97M-V/def2-TZVPD.

Structure (XYZ):
```
64
C26H32ClO4Pb | OMol25 | ωB97M-V/def2-TZVPD
H 2.440 -0.420 -9.755
C 0.119 1.036 -9.983
H 1.869 2.375 7.370
H -0.185 0.130 -5.355
H 1.583 1.570 -4.463
H -0.486 2.149 -8.150
C 2.853 3.632 5.920
O 0.048 0.310 3.590
C 0.337 -0.334 -9.309
Cl 3.636 4.624 7.138
C 1.106 -1.439 1.549
C -0.881 -1.224 -9.246
C 2.417 3.096 3.579
H -1.918 -1.243 2.013
H -0.878 1.190 -10.387
C 0.865 -2.103 -0.628
C 0.567 1.806 -4.147
H 0.507 -2.605 -1.510
O 0.952 1.253 1.641
C 1.400 1.801 5.359
H 2.850 -0.135 1.164
H -1.103 -1.646 -10.227
O 0.325 0.599 -2.142
H 0.256 2.713 -4.660
C -1.836 1.510 0.169
H 2.575 3.308 2.530
C -1.660 0.872 1.420
C 1.984 -1.239 -0.541
H -1.326 1.346 2.325
H -1.400 0.942 -4.369
H 1.444 -1.490 -10.749
C 0.363 1.628 -8.599
H -0.887 -0.888 -2.900
Pb 0.000 0.000 0.000
H 1.783 -1.905 -9.067
H -2.558 -1.648 -0.560
H 1.252 2.256 -8.502
C -0.358 0.622 -4.401
H 0.798 -0.941 -3.434
O 0.562 0.324 -8.014
C 1.574 -1.080 -9.747
H -1.641 2.546 -0.033
H -0.510 -2.844 0.940
C 2.029 2.584 6.317
C -1.958 -0.491 1.246
C -2.303 -0.703 -0.110
C 0.336 -2.237 0.670
H 3.688 4.705 4.250
H 2.583 -0.888 -1.363
H 0.768 0.998 5.720
C -0.046 -0.281 -3.225
H -1.751 -0.665 -8.907
C 2.133 -0.845 0.797
C 3.047 3.888 4.557
C 1.583 2.042 3.970
C 0.498 1.953 -2.644
H 0.857 1.293 -10.738
H 1.384 2.362 -2.175
H 0.935 -1.302 2.603
H -0.361 2.545 -2.328
C -2.246 0.540 -0.762
H -0.715 -2.047 -8.551
C 0.866 1.166 3.007
H -2.434 0.713 -1.808
```

Its calculated total energy is -53435.16977 eV. The energy above the lowest of the compared OMol25 structures with the same formula, charge and spin comes out at 135.8 kcal/mol. Its LUMO energy is 1.9904 eV. The calculation puts the HOMO-LUMO gap at 4.5 eV. Its charge is -1.



No. 8
This record from OMol25 describes the molecule C2H2ClN3O. The level of theory is ωB97M-V/def2-TZVPD.

Structure (XYZ):
```
9
C2H2ClN3O | OMol25 | ωB97M-V/def2-TZVPD
N -1.239 -0.545 0.339
Cl -0.129 -1.683 -1.509
N -1.506 0.279 1.570
N 1.126 -0.162 0.221
H -1.732 1.709 -0.071
H 2.893 0.328 -0.165
O 2.139 0.055 -0.693
C 0.093 -0.749 -0.139
C -1.645 0.769 0.446
```

Its calculated total energy is -21140.77050 eV. Its SMILES is O/N=C(\Cl)N1C=N1. The energy above the lowest of the compared OMol25 structures with the same formula, charge and spin comes out at 112.5 kcal/mol. Its LUMO energy is 0.4919 eV. The calculation puts the HOMO-LUMO gap at 10.1 eV. Its charge is 0.